Here is a structure of composition C42H40GeN2NiO2 in a non-equilibrium geometry from OMol25. Energies are from ωB97M-V with the def2-TZVPD basis set.

Computed properties:
HOMO level (alpha / beta), eV: -0.05 / -0.05
Spin multiplicity: 3
E_LUMO (alpha / beta), eV: 4.63 / 4.62
Total charge: -2
Energy above the lowest of the compared OMol25 structures with the same formula, charge and spin, kcal per mole: 124.6

Last column: Löwdin spin population.
Element x y z (Å)
Ni1 8.481 10.878 12.673  0.011
C1 7.501 11.368 15.698  0.000
N1 8.307 10.322 15.099  0.001
C2 9.600 10.187 15.717  0.000
C3 7.586 9.094 14.902  0.000
C4 6.592 9.086 13.765  0.000
C5 5.419 8.384 13.938  0.000
C6 4.542 8.218 12.897  0.000
C7 4.838 8.913 11.705  0.000
C8 5.955 9.708 11.579  0.000
C9 6.945 9.763 12.568  0.000
H1 7.042 11.043 16.682  0.000
H2 6.750 11.676 14.946  0.000
H3 8.133 12.253 15.907  0.000
H4 9.527 9.942 16.828  0.000
H5 10.171 11.109 15.646  0.000
H6 10.158 9.452 15.174  0.000
H7 7.099 8.798 15.871  0.000
H8 8.396 8.371 14.659  0.000
H9 5.291 7.860 14.900  0.000
H10 3.676 7.577 12.949  0.000
H11 4.210 8.658 10.857  0.000
H12 6.159 10.194 10.631  0.000
C10 7.563 12.517 12.737  0.001
Ge1 7.695 12.911 10.804  0.001
C11 9.407 13.713 11.536  0.003
C12 9.009 13.007 12.864  0.001
C13 9.504 13.951 14.003  0.003
C14 11.029 15.572 13.693  0.082
C15 11.649 15.905 12.407  0.569
C16 10.874 15.384 11.337  0.091
C17 6.625 14.390 10.054  0.000
C18 6.953 14.922 8.802  0.000
C19 6.195 15.982 8.299  0.000
C20 5.134 16.516 9.034  0.000
C21 4.919 16.098 10.340  0.000
C22 5.628 15.024 10.805  0.000
C23 8.034 11.704 9.213  0.000
C24 7.199 11.594 8.095  0.000
C25 7.544 10.702 7.075  0.000
C26 8.749 10.007 7.078  0.000
C27 9.655 10.129 8.143  0.000
C28 9.217 10.926 9.216  0.000
H13 9.844 12.187 12.943  0.000
H14 8.934 13.733 14.919  0.001
H15 11.280 16.230 14.549  0.007
H16 12.703 16.276 12.362  0.036
H17 10.973 15.941 10.386  0.011
H18 7.719 14.481 8.222  0.000
H19 6.362 16.405 7.366  0.000
H20 4.484 17.245 8.591  0.000
H21 4.149 16.577 10.912  0.000
H22 5.458 14.713 11.825  0.000
H23 6.296 12.170 7.994  0.000
H24 6.967 10.565 6.156  0.000
H25 9.012 9.344 6.259  0.000
H26 10.590 9.552 8.195  0.000
H27 9.729 10.856 10.168  0.000
C29 14.139 12.673 13.980  0.009
O1 12.740 12.354 14.138  0.010
C30 11.884 13.094 13.324  0.009
C31 11.044 14.041 14.118  0.059
C32 9.519 15.381 13.431  0.017
C33 9.429 15.214 11.877  0.015
C34 10.930 13.774 11.130  0.075
C35 11.820 12.925 12.015  0.016
N2 12.513 11.979 11.302  0.065
C36 13.176 10.767 11.608  0.405
C37 12.660 9.493 11.852  0.033
C38 13.563 8.419 11.855  0.097
C39 13.170 7.111 12.096  0.013
C40 11.826 6.851 12.375  0.101
C41 10.920 7.882 12.419  0.018
C42 11.296 9.230 12.256  0.077
O2 10.414 10.168 12.478  0.110
H28 14.779 11.989 14.596  0.000
H29 14.248 13.675 14.357  0.001
H30 14.461 12.630 12.939  0.004
H31 11.356 13.969 15.192  0.002
H32 8.795 16.118 13.841  0.001
H33 8.683 15.903 11.457  0.001
H34 11.122 13.552 10.050  0.003
H35 12.108 11.934 10.385  0.017
H36 14.251 10.722 11.321  0.016
H37 14.590 8.672 11.731  0.003
H38 13.904 6.302 12.104  -0.002
H39 11.494 5.840 12.603  0.007
H40 9.858 7.770 12.670  -0.002

=====

Here is a structure of composition C42H40N6NiP2Se2 in a non-equilibrium geometry from OMol25. Energies are from ωB97M-V with the def2-TZVPD basis set.

Computed properties:
HOMO level (alpha / beta), eV: -6.74 / -6.74
Spin multiplicity: 1
E_LUMO (alpha / beta), eV: 0.08 / 0.08
Total charge: 0
Energy above the lowest of the compared OMol25 structures with the same formula, charge and spin, kcal per mole: 14.2

Last column: Mulliken charge in e.
Element x y z (Å)
Ni1 0.927 -1.062 1.870  -1.735
C1 3.001 0.363 1.902  -0.727
N1 3.010 -1.090 2.106  1.233
C2 3.901 -1.761 1.162  -1.307
C3 3.343 -1.355 3.480  0.198
C4 4.635 -1.470 3.951  -0.528
C5 4.861 -1.718 5.297  -0.900
C6 3.792 -1.883 6.165  -0.856
C7 2.494 -1.794 5.713  -1.082
C8 2.238 -1.515 4.358  0.543
N2 1.045 -1.510 3.737  1.254
C9 -0.143 -1.966 4.217  -0.199
C10 -0.649 -1.760 5.506  -0.936
C11 -1.828 -2.361 5.885  -0.798
C12 -2.552 -3.121 4.979  -0.752
C13 -2.135 -3.230 3.660  -0.363
C14 -0.937 -2.663 3.269  0.612
N3 -0.380 -2.754 1.938  0.969
C15 -1.397 -2.886 0.893  -1.525
C16 0.547 -3.894 1.831  -1.147
H1 4.007 0.778 2.081  0.478
H2 2.319 0.843 2.612  0.235
H3 2.718 0.616 0.878  0.100
H4 4.887 -1.287 1.099  0.368
H5 3.442 -1.754 0.172  0.239
H6 4.022 -2.800 1.470  0.424
H7 5.473 -1.372 3.278  0.340
H8 5.874 -1.794 5.662  0.406
H9 3.975 -2.093 7.207  0.411
H10 1.678 -1.957 6.397  0.387
H11 -0.131 -1.092 6.175  0.592
H12 -2.190 -2.231 6.894  0.412
H13 -3.456 -3.616 5.292  0.413
H14 -2.744 -3.782 2.961  0.380
H15 -1.929 -3.842 0.941  0.433
H16 -0.905 -2.836 -0.078  0.467
H17 -2.124 -2.076 0.968  0.386
H18 -0.002 -4.843 1.878  0.380
H19 1.272 -3.867 2.644  0.293
H20 1.073 -3.829 0.878  0.257
Se1 0.721 -1.756 -5.178  -0.314
P1 0.088 -0.201 -3.924  -0.191
C17 -1.718 -0.002 -4.114  0.841
C18 -2.344 1.031 -4.795  -0.072
C19 -3.706 0.963 -5.038  -0.798
C20 -4.441 -0.128 -4.608  -0.601
C21 -3.817 -1.162 -3.927  -0.745
C22 -2.458 -1.102 -3.689  -0.604
C23 0.995 1.325 -4.351  0.633
C24 0.887 1.813 -5.649  -0.543
C25 1.675 2.871 -6.060  -0.824
C26 2.594 3.432 -5.186  -0.556
C27 2.737 2.920 -3.908  -0.708
C28 1.946 1.864 -3.491  -0.107
C29 0.383 -0.505 -2.180  0.113
C30 0.115 -0.043 -0.878  0.398
N4 0.805 -0.889 -0.072  2.318
N5 1.423 -1.776 -0.798  -0.849
N6 1.188 -1.571 -2.054  -0.597
P2 -0.779 1.216 0.054  0.910
Se2 -0.552 0.869 2.143  -0.380
C31 -2.558 1.209 -0.384  0.728
C32 -3.438 0.669 0.546  -0.527
C33 -4.794 0.634 0.288  -0.906
C34 -5.284 1.147 -0.900  -0.814
C35 -4.415 1.711 -1.818  -0.852
C36 -3.055 1.743 -1.567  -0.231
C37 -0.106 2.844 -0.448  0.831
C38 -0.093 3.269 -1.772  -0.169
C39 0.457 4.496 -2.096  -1.132
C40 1.020 5.291 -1.111  -0.772
C41 1.018 4.865 0.206  -0.792
C42 0.449 3.651 0.537  -0.600
H21 -1.774 1.888 -5.130  0.398
H22 -4.196 1.767 -5.569  0.430
H23 -5.498 -0.185 -4.820  0.434
H24 -4.389 -2.013 -3.592  0.438
H25 -1.948 -1.918 -3.191  0.427
H26 0.201 1.332 -6.335  0.550
H27 1.583 3.247 -7.069  0.423
H28 3.216 4.252 -5.515  0.402
H29 3.470 3.342 -3.235  0.450
H30 2.072 1.461 -2.494  0.434
H31 -3.052 0.291 1.484  0.371
H32 -5.463 0.206 1.018  0.458
H33 -6.342 1.108 -1.109  0.406
H34 -4.796 2.124 -2.739  0.613
H35 -2.399 2.183 -2.299  0.348
H36 -0.484 2.641 -2.559  0.242
H37 0.460 4.823 -3.125  0.519
H38 1.467 6.239 -1.372  0.408
H39 1.464 5.475 0.977  0.455
H40 0.431 3.309 1.564  0.352

=====

Here is a structure of composition C42H41BrClCrN4O5S from OMol25. Energies are from ωB97M-V with the def2-TZVPD basis set.

Computed properties:
HOMO level (alpha / beta), eV: -7.74 / -7.82
Spin multiplicity: 4
E_LUMO (alpha / beta), eV: -0.27 / -0.38
Total charge: 0
Energy above the lowest of the compared OMol25 structures with the same formula, charge and spin, kcal per mole: 0.0

Last column: Löwdin spin population.
Element x y z (Å)
Cr1 -0.369 -0.475 0.243  2.898
C1 6.639 0.477 -1.342  0.000
C2 5.751 1.641 -1.780  0.000
C3 6.393 2.948 -1.294  0.000
C4 5.688 1.643 -3.313  0.000
C5 4.337 1.524 -1.213  0.002
C6 3.937 0.470 -0.408  0.000
C7 2.636 0.448 0.056  0.005
Br1 2.065 -1.012 1.163  -0.007
C8 1.661 1.396 -0.245  0.005
O1 0.420 1.269 0.207  0.035
C9 2.072 2.483 -1.052  0.002
C10 3.384 2.505 -1.502  0.000
C11 1.078 3.594 -1.401  0.000
C12 -0.117 3.016 -2.174  0.000
C13 1.711 4.679 -2.275  0.000
C14 0.600 4.266 -0.105  0.000
H1 7.637 0.601 -1.767  0.000
H2 6.246 -0.480 -1.692  0.000
H3 6.743 0.434 -0.256  0.000
H4 7.404 3.044 -1.698  0.000
H5 6.455 2.966 -0.204  0.000
H6 5.821 3.819 -1.614  0.000
H7 6.692 1.733 -3.733  0.000
H8 5.092 2.477 -3.689  0.000
H9 5.241 0.718 -3.681  0.000
H10 4.610 -0.331 -0.139  0.000
H11 3.694 3.333 -2.125  0.000
H12 0.214 2.598 -3.128  0.000
H13 -0.832 3.815 -2.396  0.000
H14 -0.624 2.229 -1.620  0.000
H15 2.045 4.283 -3.236  0.000
H16 2.559 5.157 -1.782  0.000
H17 0.966 5.451 -2.477  0.000
H18 0.170 3.538 0.580  0.000
H19 -0.151 5.027 -0.334  0.000
H20 1.435 4.758 0.398  0.000
C15 -2.889 -3.923 6.762  0.000
O2 -3.368 -2.865 5.953  0.000
C16 -4.107 -3.193 4.864  0.000
C17 -4.463 -4.491 4.517  0.000
C18 -5.231 -4.705 3.379  0.000
C19 -5.601 -3.652 2.560  0.000
C20 -5.272 -2.347 2.935  0.000
C21 -4.536 -2.123 4.077  0.000
N1 -6.392 -4.001 1.409  0.002
N2 -6.200 -3.500 0.293  0.001
C22 -5.106 -2.593 0.068  0.007
C23 -5.387 -1.342 -0.408  -0.003
C24 -4.380 -0.372 -0.580  0.007
C25 -3.070 -0.677 -0.297  -0.002
O3 -2.063 0.183 -0.415  0.009
C26 -2.763 -2.005 0.118  0.004
N3 -1.443 -2.265 0.341  -0.008
C27 -1.066 -3.480 0.654  0.011
C28 -1.990 -4.531 0.789  -0.002
C29 -3.321 -4.285 0.613  0.010
C30 -3.756 -2.982 0.275  -0.001
H21 -2.306 -3.458 7.552  0.000
H22 -2.249 -4.600 6.190  0.000
H23 -3.713 -4.489 7.205  0.000
H24 -4.168 -5.335 5.123  0.000
H25 -5.539 -5.707 3.109  0.000
H26 -5.590 -1.507 2.334  0.000
H27 -4.264 -1.119 4.376  0.000
H28 -6.419 -1.088 -0.612  0.000
H29 -4.628 0.617 -0.944  0.000
H30 -0.003 -3.644 0.770  0.000
H31 -1.630 -5.522 1.028  0.000
H32 -4.045 -5.084 0.709  0.000
Cl1 4.315 -0.752 -6.830  0.000
C31 3.338 -1.070 -5.425  0.001
C32 2.580 -0.045 -4.884  0.000
C33 1.822 -0.297 -3.752  0.001
C34 1.815 -1.561 -3.176  -0.002
C35 2.580 -2.577 -3.736  0.000
C36 3.347 -2.338 -4.865  0.000
C37 1.029 -1.831 -1.921  0.006
O4 1.090 -2.916 -1.361  0.011
O5 0.350 -0.805 -1.512  0.021
H33 2.598 0.937 -5.338  0.000
H34 1.235 0.489 -3.297  0.000
H35 2.568 -3.552 -3.268  0.000
H36 3.950 -3.119 -5.308  0.000
S1 -1.117 -0.104 2.595  -0.019
C38 -1.647 1.519 2.602  0.001
N4 -2.094 2.113 1.474  0.002
C39 -2.521 3.389 1.409  0.000
C40 -2.547 4.170 2.524  0.002
C41 -2.113 3.599 3.732  0.000
C42 -1.672 2.304 3.774  0.000
H37 -2.101 1.525 0.618  0.001
H38 -2.824 3.729 0.429  0.000
H39 -2.886 5.193 2.467  0.000
H40 -2.117 4.192 4.638  0.000
H41 -1.320 1.854 4.691  0.000